(1)
53
Properties=species:S:1:pos:R:3 method="wB97M-V/def2-TZVPD" homo_ha=-0.4604 homo_lumo_gap_ev=8.91 lumo_energy_ev=-3.613 largest_force_ev_per_a=2.7 e_tot_ha=-1544.70335 total_charge=+1
C -5.254 -1.978 1.575
C -4.346 -1.667 2.786
C -3.540 -0.386 2.629
O -2.654 -0.345 1.503
C -2.018 -1.549 1.233
N -0.892 -1.258 0.320
C 0.403 -1.384 0.685
C 0.768 -1.835 2.078
C 1.420 -1.130 -0.239
C 2.885 -1.314 0.095
C 3.729 -0.033 0.078
C 3.489 0.893 1.297
C 1.057 -0.720 -1.520
C 2.084 -0.417 -2.593
O 2.608 -1.287 -3.210
O 2.386 0.886 -2.803
N 1.391 1.749 -2.260
C 1.865 2.882 -1.897
C 2.968 3.594 -2.643
C 1.296 3.575 -0.697
C -0.287 -0.604 -1.872
N -0.558 -0.235 -3.224
C -1.252 -0.880 -0.936
N -2.625 -0.825 -1.240
C -3.107 0.254 -1.580
S -3.742 1.484 -2.265
H -6.295 -2.032 1.888
H -5.003 -2.933 1.113
H -5.181 -1.192 0.821
H -5.005 -1.495 3.641
H -3.741 -2.528 3.080
H -3.028 -0.130 3.563
H -4.258 0.419 2.462
H -2.667 -2.243 0.688
H -1.683 -2.069 2.125
H 1.643 -1.285 2.410
H -0.008 -1.663 2.814
H 1.050 -2.889 2.024
H 3.299 -1.991 -0.658
H 3.051 -1.801 1.051
H 4.771 -0.353 0.121
H 3.635 0.545 -0.838
H 2.573 0.663 1.842
H 3.429 1.924 0.948
H 4.341 0.855 1.974
H 3.416 4.349 -1.996
H 3.750 2.901 -2.947
H 2.535 4.099 -3.506
H 0.744 4.482 -0.962
H 2.123 3.876 -0.057
H 0.608 2.921 -0.162
H -0.732 0.769 -3.245
H -1.439 -0.666 -3.495

---

(2)
55
Properties=species:S:1:pos:R:3 method="wB97M-V/def2-TZVPD" s2=0.97 homo_ha="-0.5462 / -0.5542" homo_lumo_gap_ev="4.22 / 4.53" lumo_energy_ev="-10.649 / -10.546" spin_multiplicity=2 largest_force_ev_per_a=6.1 e_tot_ha=-2219.96348 total_charge=+2
C -0.089 -4.253 0.642
O -0.991 -3.126 0.521
C -1.107 -2.467 1.788
C -1.012 -0.940 1.502
C -2.220 -0.087 1.764
C -3.561 -0.666 2.320
O -4.671 0.234 2.111
C -5.550 -0.491 1.222
C -5.201 -0.332 -0.311
O -6.426 -1.168 1.625
C -2.174 1.358 1.503
C -0.877 1.946 1.004
C -0.893 3.507 0.778
N -1.664 4.074 1.918
C 0.374 1.075 0.765
N 1.536 1.733 0.336
C 2.575 0.906 0.149
C 3.933 1.557 -0.290
C 4.511 0.965 -1.633
C 3.497 0.964 -2.841
C 2.522 -0.307 -2.872
N 2.331 -0.714 -4.271
C 2.455 -0.588 0.389
N 3.618 -1.363 0.161
N 1.339 -1.273 0.801
C 0.324 -0.373 0.993
H -0.430 -4.950 1.452
H 0.921 -3.866 0.946
H -0.083 -4.801 -0.331
H -0.266 -2.738 2.489
H -2.062 -2.790 2.277
H -3.775 -1.693 1.900
H -3.505 -0.818 3.441
H -5.893 -0.993 -0.883
H -4.139 -0.688 -0.474
H -5.280 0.755 -0.557
H -3.043 2.038 1.669
H -1.520 3.677 -0.153
H 0.128 3.948 0.665
H -1.461 5.073 2.003
H -1.366 3.573 2.760
H 4.639 1.503 0.586
H 3.729 2.650 -0.468
H 5.369 1.637 -1.934
H 4.986 -0.048 -1.495
H 4.117 0.869 -3.780
H 2.930 1.936 -2.954
H 1.569 0.021 -2.339
H 3.048 -1.154 -2.347
H 1.646 -0.142 -4.763
H 2.090 -1.706 -4.306
H 4.344 -1.151 0.851
H 3.362 -2.357 0.171
O -1.598 0.894 -3.032
V -1.037 1.147 -1.470

---

(3)
60
Properties=species:S:1:pos:R:3 method="wB97M-V/def2-TZVPD" s2=0.76 homo_ha="-0.5347 / -0.5483" homo_lumo_gap_ev="8.15 / 7.69" lumo_energy_ev="-6.404 / -7.227" spin_multiplicity=2 largest_force_ev_per_a=0.2 e_tot_ha=-2263.33007 total_charge=+2
Re -0.261 0.168 0.140
C -2.321 -0.660 0.185
C -1.468 -1.804 0.148
C -0.721 -1.828 1.365
C -1.052 -0.685 2.135
C -2.063 0.038 1.434
C -2.851 1.173 2.004
C -0.545 -0.373 3.505
C 0.218 -2.899 1.785
C -1.514 -2.906 -0.857
C -3.440 -0.424 -0.777
H -3.594 0.778 2.701
H -3.385 1.728 1.236
H -2.221 1.868 2.560
H -1.154 -0.898 4.244
H -0.606 0.690 3.731
H 0.484 -0.705 3.640
H -0.352 -3.628 2.370
H 1.017 -2.520 2.418
H 0.658 -3.420 0.939
H -2.222 -3.662 -0.506
H -0.545 -3.390 -0.959
H -1.826 -2.549 -1.833
H -4.201 -1.193 -0.627
H -3.094 -0.501 -1.809
H -3.925 0.536 -0.612
C 1.881 -2.538 -3.104
C 2.165 -1.155 -2.538
O 3.323 -0.548 -3.128
P 2.641 -1.195 -0.765
O 3.251 -2.591 -0.392
O 3.749 -0.103 -0.577
O 1.507 -0.995 0.202
P 0.689 -0.030 -2.703
O 0.971 0.805 -4.013
O 0.818 0.922 -1.476
O -0.578 -0.779 -2.752
H 2.765 -3.171 -3.042
H 1.578 -2.449 -4.149
H 1.058 -3.015 -2.576
H 3.326 -0.714 -4.080
H 4.190 -2.739 -0.568
H 4.141 0.199 -1.415
H 1.637 1.501 -3.943
N -2.062 3.752 -1.233
C -2.065 2.424 -1.302
N -1.232 1.971 -0.376
C -0.720 3.101 0.200
N -1.211 4.203 -0.293
C 0.363 2.945 1.161
C 0.950 3.967 1.889
N 1.971 3.732 2.703
C 2.416 2.485 2.789
C 1.839 1.444 2.073
N 0.807 1.678 1.262
H -2.591 4.407 -1.791
H -2.635 1.843 -2.006
H 0.585 4.983 1.804
H 3.255 2.298 3.446
H 2.201 0.427 2.134

---

(4)
62
Properties=species:S:1:pos:R:3 method="wB97M-V/def2-TZVPD" homo_ha=-0.3428 smiles="C[C@]1(COO)C[C@@H](O)C(=O)N1.O=C1OCCO1.O=C1OCCO1.O=C1OCCO1.O=C1OCCO1" homo_lumo_gap_ev=9.61 lumo_energy_ev=0.277 largest_force_ev_per_a=4.1 e_tot_ha=-1960.57225
C 1.394 -1.646 -3.176
C 2.928 -2.023 -2.943
C 3.194 -3.492 -3.530
O 2.948 -4.569 -2.604
O 1.635 -4.650 -2.247
C 3.539 -2.031 -1.467
C 3.753 -0.428 -1.259
O 4.971 -0.183 -0.530
C 3.737 0.212 -2.753
O 3.694 1.418 -3.068
N 3.739 -0.974 -3.627
H 0.670 -2.307 -2.580
H 1.157 -1.772 -4.296
H 1.128 -0.568 -2.928
H 2.605 -3.585 -4.516
H 4.294 -3.547 -3.821
H 1.472 -4.062 -1.466
H 3.020 -2.603 -0.638
H 4.628 -2.364 -1.646
H 2.774 -0.166 -0.704
H 5.139 -1.016 -0.022
H 3.194 -0.823 -4.490
O -0.847 -0.126 -1.912
C -0.662 1.054 -2.017
O -0.680 1.730 -3.196
C -0.646 3.119 -2.885
C -0.021 3.142 -1.524
O -0.405 1.886 -0.974
H -0.061 3.669 -3.622
H -1.669 3.505 -2.882
H 1.071 3.190 -1.566
H -0.390 3.963 -0.912
O -2.383 4.642 -0.205
C -2.711 4.004 0.756
O -2.854 4.519 2.006
C -3.466 3.513 2.806
C -3.109 2.249 2.086
O -2.986 2.674 0.734
H -3.079 3.537 3.825
H -4.545 3.689 2.832
H -2.150 1.836 2.415
H -3.876 1.483 2.185
O -5.021 0.170 3.745
C -6.042 0.039 3.134
O -6.679 1.046 2.478
C -7.709 0.453 1.697
C -7.971 -0.838 2.413
O -6.713 -1.136 3.006
H -8.589 1.097 1.661
H -7.338 0.300 0.680
H -8.719 -0.734 3.204
H -8.280 -1.635 1.736
O 5.528 -2.653 1.185
C 4.975 -2.130 2.114
O 4.905 -0.788 2.309
C 3.988 -0.564 3.371
C 4.019 -1.863 4.119
O 4.339 -2.807 3.106
H 4.303 0.279 3.986
H 3.003 -0.347 2.948
H 4.800 -1.887 4.885
H 3.061 -2.100 4.583

---

(5)
63
Properties=species:S:1:pos:R:3 method="wB97M-V/def2-TZVPD" s2=8.76 homo_ha="-0.2168 / -0.2166" homo_lumo_gap_ev="8.09 / 7.71" lumo_energy_ev="2.194 / 1.812" spin_multiplicity=6 largest_force_ev_per_a=0.7 e_tot_ha=-5848.79225 total_charge=-1
Fe 0.587 0.951 0.731
O -4.124 -1.427 -2.812
C -3.185 -0.870 -2.076
C -2.495 0.296 -2.418
C -1.436 0.683 -1.634
N -1.060 0.047 -0.500
C -1.814 -0.989 -0.143
Br -1.438 -1.781 1.546
C -2.857 -1.501 -0.871
H -4.129 -1.107 -3.766
H -2.759 0.859 -3.305
H -0.860 1.561 -1.887
H -3.403 -2.371 -0.541
N 1.636 -1.107 0.538
N 2.293 -1.323 1.763
C 2.453 -0.198 2.602
O 3.287 -0.252 3.483
O 1.658 0.786 2.332
H 0.984 -1.868 0.377
H 2.294 -1.055 -0.237
H 3.097 -1.932 1.737
C 3.847 1.235 -0.436
C 2.878 2.389 -0.677
C 3.109 3.482 0.372
C 3.106 2.957 -2.080
N 1.500 1.906 -0.585
H 4.880 1.577 -0.522
H 3.695 0.444 -1.176
H 3.723 0.826 0.568
H 4.125 3.881 0.303
H 2.956 3.079 1.373
H 2.403 4.301 0.220
H 4.126 3.333 -2.186
H 2.415 3.780 -2.275
H 2.944 2.185 -2.835
N 1.402 -0.917 -2.525
C 0.522 -0.929 -3.641
C -0.358 -1.991 -3.822
C -1.424 -1.869 -4.702
C -1.574 -0.716 -5.466
C -0.585 0.257 -5.412
C 0.453 0.159 -4.500
S -3.152 -0.320 -6.216
O -3.301 1.099 -5.919
O -4.102 -1.146 -5.460
O -3.080 -0.648 -7.623
H 1.549 0.029 -2.176
H 0.921 -1.409 -1.780
H -0.283 -2.859 -3.176
H -2.195 -2.628 -4.747
H -0.703 1.154 -6.006
H 1.163 0.972 -4.392
C -2.616 3.015 3.201
N -2.501 3.395 1.807
C -1.417 2.982 1.051
N -1.108 3.472 -0.105
O -0.761 1.992 1.594
H -3.561 3.398 3.586
H -1.798 3.398 3.818
H -2.622 1.932 3.292
H -2.863 4.299 1.560
H -1.760 4.201 -0.377
H 0.849 2.644 -0.860

---

(6)
68
Properties=species:S:1:pos:R:3 method="wB97M-V/def2-TZVPD" s2=0.75 homo_ha="-0.0031 / -0.2496" homo_lumo_gap_ev="1.99 / 8.67" lumo_energy_ev="1.904 / 1.882" spin_multiplicity=2 largest_force_ev_per_a=5.0 e_tot_ha=-6895.34680 total_charge=-1
C 23.183 -0.370 -5.625
C 23.342 -1.326 -4.514
N 23.540 -2.050 -3.659
H 24.110 -0.076 -6.117
H 22.704 0.510 -5.194
H 22.482 -0.774 -6.356
C 18.231 -0.529 -6.971
C 19.330 -0.474 -6.010
N 20.231 -0.460 -5.264
H 18.604 -0.426 -7.990
H 17.673 0.383 -6.761
H 17.470 -1.304 -6.877
C 28.791 -1.702 -6.472
C 27.442 -1.733 -5.855
N 26.356 -1.712 -5.474
H 29.131 -0.681 -6.645
H 28.871 -2.316 -7.369
H 29.484 -2.224 -5.812
C 23.785 2.561 -7.815
C 24.262 3.989 -7.954
N 24.600 5.080 -8.022
H 22.866 2.480 -8.396
H 23.557 2.215 -6.807
H 24.517 1.910 -8.294
C 24.993 -6.296 -0.879
O 25.685 -5.197 -1.378
C 26.930 -4.970 -0.925
O 27.537 -5.611 -0.051
O 27.494 -3.973 -1.599
C 26.885 -3.379 -2.764
H 25.244 -6.416 0.175
H 25.083 -7.198 -1.484
H 23.930 -6.057 -0.922
H 26.257 -2.501 -2.613
H 26.336 -4.098 -3.372
H 27.742 -3.040 -3.345
C 26.733 4.758 -4.981
O 26.992 3.577 -4.239
C 26.351 2.387 -4.346
O 25.626 1.966 -5.312
O 26.766 1.683 -3.301
C 26.231 0.402 -3.031
H 25.699 5.008 -4.743
H 26.842 4.692 -6.064
H 27.411 5.516 -4.588
H 26.071 0.358 -1.954
H 27.057 -0.224 -3.371
H 25.373 0.277 -3.691
C 22.897 3.778 -2.899
Cl 23.095 4.662 -4.428
Cl 22.832 1.979 -3.133
Cl 21.493 4.406 -2.054
H 23.774 3.957 -2.276
C 24.586 -4.631 -5.722
Cl 23.735 -4.675 -7.301
Cl 26.310 -4.977 -5.965
Cl 23.767 -5.675 -4.597
H 24.500 -3.595 -5.394
C 22.112 -1.264 -10.147
Cl 23.505 -1.926 -9.350
Cl 22.643 0.018 -11.302
Cl 21.014 -0.649 -8.899
H 21.619 -2.027 -10.749
C 20.394 -2.546 -2.458
Cl 20.370 -3.712 -1.132
Cl 20.861 -0.955 -1.898
Cl 18.749 -2.522 -3.196
H 20.966 -2.879 -3.324

---

(7)
64
Properties=species:S:1:pos:R:3 method="wB97M-V/def2-TZVPD" homo_ha=-0.3721 homo_lumo_gap_ev=9.97 lumo_energy_ev=-0.159 largest_force_ev_per_a=8.4 e_tot_ha=-2380.34081
H -1.324 -2.705 -3.236
N -2.222 -2.185 -3.341
C -2.288 -1.224 -2.360
C -1.150 -0.965 -1.207
O 0.204 -1.425 -1.552
C 0.949 -0.384 -2.276
O 0.430 0.152 -3.399
N 2.272 0.123 -1.747
N 2.750 1.218 -2.437
C 3.291 -0.968 -1.544
Cl 3.752 -1.047 0.285
C 4.670 -0.832 -2.413
C 5.739 -2.089 -2.186
H -3.287 -0.571 -2.340
H -1.093 0.183 -0.888
H -1.493 -1.547 -0.232
H 2.894 1.045 -3.454
H 3.559 1.686 -1.978
H 2.765 -2.003 -1.797
H 5.268 0.139 -2.087
H 4.429 -0.847 -3.579
H 6.822 -1.708 -2.510
H 5.487 -3.025 -2.871
H 5.834 -2.424 -1.069
O -2.834 5.520 -0.742
C -2.315 4.748 -1.532
O -0.970 4.643 -1.738
C -0.766 3.499 -2.546
C -2.077 3.332 -3.243
O -3.005 3.877 -2.325
H 0.060 3.660 -3.244
H -0.525 2.648 -1.899
H -2.128 3.901 -4.177
H -2.307 2.284 -3.452
O -2.566 -5.099 2.404
C -1.491 -4.701 1.986
O -0.979 -5.006 0.758
C 0.156 -4.182 0.570
C 0.573 -3.847 1.965
O -0.643 -3.894 2.688
H 0.935 -4.715 0.019
H -0.142 -3.296 -0.002
H 1.262 -4.587 2.384
H 1.029 -2.856 2.037
O -8.266 2.783 1.994
C -7.191 3.180 1.577
O -6.679 2.876 0.349
C -5.544 3.700 0.161
C -5.127 4.035 1.556
O -6.343 3.988 2.279
H -4.765 3.167 -0.390
H -5.842 4.586 -0.411
H -4.438 3.294 1.975
H -4.671 5.026 1.628
O 3.070 -2.866 2.908
C 3.008 -2.075 3.834
O 2.300 -0.908 3.808
C 2.297 -0.399 5.128
C 3.509 -1.023 5.740
O 3.640 -2.241 5.033
H 2.348 0.693 5.123
H 1.371 -0.710 5.625
H 4.412 -0.423 5.582
H 3.387 -1.206 6.811

---

(8)
52
Properties=species:S:1:pos:R:3 method="wB97M-V/def2-TZVPD" s2=0.76 homo_ha="-0.5278 / -0.5452" homo_lumo_gap_ev="5.70 / 6.46" lumo_energy_ev="-8.660 / -8.377" spin_multiplicity=2 largest_force_ev_per_a=2.3 e_tot_ha=-6581.60049 total_charge=+2
Ir 0.033 -0.225 0.282
Se 0.229 -0.935 -2.123
P -0.718 0.991 -2.602
Se -1.110 1.803 -0.587
C -2.227 0.749 -3.526
C -3.482 1.037 -2.994
C -4.610 0.810 -3.768
C -4.481 0.291 -5.049
C -3.226 0.005 -5.575
C -2.091 0.234 -4.818
C 0.364 2.060 -3.534
C -0.144 3.313 -3.889
C 0.646 4.177 -4.625
C 1.929 3.793 -5.002
C 2.426 2.546 -4.653
C 1.648 1.671 -3.909
H -3.579 1.447 -1.998
H -5.589 1.040 -3.370
H -5.366 0.106 -5.643
H -3.133 -0.390 -6.576
H -1.110 0.024 -5.230
H -1.149 3.603 -3.603
H 0.261 5.146 -4.911
H 2.546 4.475 -5.572
H 3.419 2.250 -4.963
H 2.031 0.696 -3.636
C 3.411 0.610 -0.196
Si 2.222 0.307 1.190
C 2.679 -1.202 2.178
C 2.002 1.818 2.242
H 4.392 0.771 0.264
H 3.153 1.499 -0.774
H 3.487 -0.240 -0.874
H 3.692 -1.026 2.556
H 2.700 -2.113 1.577
H 2.018 -1.357 3.032
H 2.963 1.993 2.738
H 1.240 1.699 3.012
H 1.758 2.696 1.642
C -1.955 -0.833 3.090
P -1.525 -1.565 1.490
C -3.109 -1.943 0.716
C -0.809 -3.177 1.899
H -2.586 -1.530 3.645
H -2.502 0.098 2.942
H -1.057 -0.628 3.671
H -3.660 -2.576 1.414
H -2.967 -2.478 -0.222
H -3.677 -1.033 0.527
H -1.529 -3.739 2.496
H 0.111 -3.057 2.471
H -0.590 -3.738 0.990